{
  "formula": "CCl2NO2S",
  "method": "the ωB97M-V functional and the def2-TZVPD basis",
  "max_force_ev_per_a": 5.22,
  "energy_ha": -1561.95591,
  "charge": -1,
  "e_lumo_ev": 3.3,
  "multiplicity": 1,
  "e_above_lowest_kcal_mol": 4.2,
  "homo_lumo_gap_ev": 7.44,
  "elements": ["C", "N", "O", "O", "S", "Cl", "Cl"],
  "xyz": [[-0.60034, 0.60303, -0.74835], [-0.36846, -0.67052, -0.72952], [-0.21387, -0.99307, 1.81888], [1.96846, -0.61874, 0.81281], [0.69648, -1.35171, 0.71942], [-1.25068, 1.20830, -2.25593], [-0.23160, 1.82271, 0.38268]],
  "atomic_forces_ev_per_a": [[1.0880, -5.0567, -0.6924], [-0.0726, 4.3050, 0.3272], [-0.0764, -0.1733, 0.2151], [-0.2288, 0.3374, -0.6044], [-0.2413, -0.5914, 0.7636], [-0.5381, 0.7273, -0.3802], [0.0692, 0.4517, 0.3711]],
  "lowdin_charge": [-1.350, -0.196, -0.580, -0.558, 0.577, 0.500, 0.609]
}